No. 1
ORCA calculation (the ωB97M-V functional and the def2-TZVPD basis) on C24H24MnN4Se2Te2 as an isolated structure in a non-equilibrium geometry.

**Highest occupied orbital energy (alpha / beta)**: -8.27 / -8.27 eV
**Gap between HOMO and LUMO (alpha / beta)**: 0.17360 / 0.17460 Ha
**Net charge**: +1

Last column: Löwdin charge in e.
Geometry (Å):
1 Mn 1.42 0.12 -0.20  0.076
2 C 2.68 1.93 -3.97  -0.009
3 C 1.87 3.06 -4.03  -0.024
4 C 0.99 3.31 -2.99  0.020
5 C 0.94 2.41 -1.93  -0.185
6 N 1.71 1.31 -1.89  -0.023
7 C 2.57 1.08 -2.89  -0.112
8 C 0.13 2.62 -0.72  -0.155
9 C -0.74 3.68 -0.49  0.032
10 C -1.33 3.80 0.76  -0.015
11 C -1.01 2.90 1.77  0.023
12 C -0.15 1.86 1.47  -0.172
13 N 0.36 1.70 0.23  0.042
14 C 0.37 0.86 2.43  -0.220
15 C 0.10 0.89 3.80  0.014
16 C 0.69 -0.08 4.60  -0.029
17 C 1.52 -1.03 4.03  -0.020
18 C 1.74 -0.99 2.66  -0.134
19 N 1.17 -0.08 1.88  -0.044
20 H 3.39 1.71 -4.76  0.120
21 H 1.93 3.74 -4.86  0.119
22 H 0.36 4.19 -3.00  0.114
23 H 3.16 0.18 -2.80  0.077
24 H -0.94 4.40 -1.27  0.118
25 H -2.01 4.62 0.96  0.121
26 H -1.42 3.02 2.76  0.115
27 H -0.53 1.65 4.22  0.115
28 H 0.50 -0.08 5.67  0.118
29 H 2.02 -1.78 4.63  0.118
30 H 2.40 -1.69 2.15  0.094
31 Se 3.53 1.33 0.64  -0.041
32 Te 5.62 0.23 0.20  0.150
33 Te 4.92 -1.99 -1.08  0.184
34 Se 2.45 -2.01 -0.82  0.035
35 C -2.96 -3.49 0.96  0.005
36 N -1.73 -2.77 1.37  -0.165
37 C -0.52 -3.45 0.82  0.002
38 C -1.75 -1.26 1.06  -0.067
39 C -1.60 -0.98 -0.40  -0.255
40 C -2.77 -1.14 -1.16  -0.076
41 C -2.75 -1.09 -2.53  -0.077
42 C -1.52 -0.92 -3.15  -0.069
43 C -0.38 -0.71 -2.39  -0.129
44 C -0.35 -0.66 -0.98  -0.178
45 H -2.91 -4.50 1.34  0.108
46 H -3.00 -3.49 -0.13  0.101
47 H -3.83 -2.97 1.36  0.108
48 H -1.67 -2.84 2.39  0.176
49 H -0.57 -3.39 -0.26  0.104
50 H -0.52 -4.48 1.16  0.112
51 H 0.37 -2.93 1.16  0.053
52 H -0.93 -0.87 1.66  0.092
53 H -2.70 -0.92 1.47  0.135
54 H -3.72 -1.28 -0.65  0.109
55 H -3.66 -1.21 -3.11  0.107
56 H -1.45 -0.93 -4.23  0.110
57 H 0.54 -0.58 -2.94  0.072



No. 2
ORCA calculation (the ωB97M-V functional and the def2-TZVPD basis) on an isolated molecule of C12H10O2 in a non-equilibrium geometry.

**Highest occupied orbital energy**: -7.79 eV
**Gap between HOMO and LUMO**: 0.26759 Ha
**SMILES string**: COc1ccc2ccccc2c1C=O
**Energy above the lowest of the compared OMol25 structures with the same formula, charge and spin**: 90.3 kcal/mol

Last column: Löwdin charge in e.
Geometry (Å):
1 C -1.82 3.43 -0.30  0.038
2 O -1.68 2.00 -0.90  -0.113
3 C -0.84 1.31 -0.30  -0.331
4 C 0.03 1.81 0.73  -0.026
5 C 0.92 0.84 1.28  0.008
6 C 0.99 -0.57 0.91  -0.230
7 C 2.09 -1.32 1.24  -0.061
8 C 2.30 -2.58 0.67  -0.118
9 C 1.40 -3.26 -0.12  -0.113
10 C 0.30 -2.50 -0.45  0.004
11 C 0.16 -1.07 -0.06  -0.085
12 C -0.92 -0.16 -0.59  -0.018
13 C -1.95 -0.41 -1.59  -0.174
14 O -2.16 -1.57 -2.09  -0.042
15 H -0.81 3.89 -0.34  0.079
16 H -2.44 4.13 -1.03  0.126
17 H -2.30 3.00 0.72  0.158
18 H 0.22 2.82 1.22  0.121
19 H 1.92 1.30 1.62  0.140
20 H 2.88 -1.09 1.97  0.117
21 H 3.26 -3.32 0.81  0.152
22 H 1.55 -4.25 -0.41  0.087
23 H -0.49 -2.91 -1.27  0.150
24 H -2.61 0.49 -1.73  0.130



No. 3
ORCA calculation (the ωB97M-V functional and the def2-TZVPD basis) on C36H47I2N5OSSeTa as an isolated structure in a non-equilibrium geometry.

**Highest occupied orbital energy (alpha / beta)**: -11.57 / -11.56 eV
**Gap between HOMO and LUMO (alpha / beta)**: 0.20131 / 0.18524 Ha
**Multiplicity**: 2
**Expectation value of S²**: 0.761
**Energy above the lowest of the compared OMol25 structures with the same formula, charge and spin**: 0.0 kcal/mol
**Net charge**: +2

Last column: Löwdin spin population.
Geometry (Å):
1 Ta 0.13 -1.04 -1.66  0.523
2 C -1.46 -0.08 1.29  -0.002
3 C -0.50 0.36 2.44  0.007
4 C -0.20 1.70 2.25  0.001
5 C -1.30 2.29 1.54  0.007
6 C -2.06 1.31 1.03  0.000
7 C -3.46 1.56 0.58  0.000
8 C -4.34 1.86 1.82  0.000
9 C -3.39 2.76 -0.42  0.000
10 C -4.10 0.43 -0.25  0.004
11 C 1.00 2.60 2.53  0.000
12 C 0.92 3.32 3.92  0.000
13 C 2.37 1.93 2.26  0.000
14 C 0.97 3.75 1.45  0.000
15 C -0.20 -0.57 3.63  0.000
16 C 0.70 -1.79 3.22  0.000
17 C 0.44 0.13 4.83  0.000
18 C -1.57 -1.16 4.07  0.000
19 H -2.19 -0.81 1.65  0.000
20 H -1.41 3.36 1.46  0.000
21 H -3.90 2.65 2.42  0.000
22 H -4.43 0.95 2.40  0.000
23 H -5.35 2.15 1.50  0.000
24 H -3.03 3.67 0.05  0.000
25 H -4.36 3.00 -0.85  0.000
26 H -2.76 2.59 -1.28  0.000
27 H -4.31 -0.49 0.29  0.000
28 H -3.54 0.22 -1.13  0.004
29 H -5.06 0.80 -0.62  0.000
30 H 1.26 2.69 4.74  0.000
31 H -0.10 3.63 4.06  0.000
32 H 1.56 4.20 3.91  0.000
33 H 2.54 1.03 2.87  0.000
34 H 3.18 2.64 2.43  0.000
35 H 2.38 1.63 1.21  0.000
36 H 0.13 4.48 1.53  0.000
37 H 1.03 3.37 0.42  0.000
38 H 1.86 4.34 1.57  0.000
39 H 1.68 -1.48 2.85  0.000
40 H 0.25 -2.25 2.37  0.000
41 H 0.78 -2.50 3.99  0.000
42 H 1.51 0.31 4.68  0.000
43 H 0.35 -0.53 5.72  0.000
44 H -0.05 1.06 5.15  0.000
45 H -1.91 -1.95 3.36  0.000
46 H -2.30 -0.38 4.22  0.000
47 H -1.45 -1.67 5.04  0.000
48 I 3.41 2.48 -2.88  0.002
49 C 1.47 2.64 -3.35  0.005
50 C 0.89 3.75 -3.99  -0.002
51 C -0.33 3.58 -4.55  0.005
52 I -0.52 4.76 -6.22  0.001
53 C -1.33 2.63 -4.17  -0.001
54 C -2.63 2.41 -4.68  0.007
55 C -3.21 1.19 -4.38  -0.002
56 C -2.63 0.30 -3.44  0.011
57 N -1.45 0.49 -2.87  -0.005
58 C -0.78 1.65 -3.28  0.000
59 C 0.56 1.68 -2.90  -0.003
60 O 0.84 0.69 -2.00  0.007
61 H 1.47 4.67 -4.15  0.000
62 H -3.14 3.19 -5.25  0.000
63 H -4.13 0.89 -4.87  0.000
64 H -3.23 -0.50 -3.09  0.003
65 S -1.98 -1.88 -0.73  0.255
66 C -0.98 -0.72 0.01  0.077
67 C -0.59 -4.44 -4.11  0.000
68 C 0.31 -3.31 -3.74  0.003
69 N -0.27 -2.07 -3.50  0.022
70 C 0.38 -1.21 -4.41  0.003
71 C 1.46 -1.84 -4.97  0.007
72 N 1.52 -3.12 -4.42  0.004
73 H -1.30 -4.60 -3.31  0.000
74 H -0.04 -5.35 -4.37  0.000
75 H -1.16 -4.17 -5.05  0.000
76 H -0.06 -0.23 -4.69  0.000
77 H 2.15 -1.50 -5.76  0.000
78 H 2.16 -3.86 -4.69  0.000
79 C 1.86 -5.04 0.23  0.001
80 N 2.77 -4.22 1.03  0.003
81 C 3.77 -4.74 1.94  0.001
82 C 4.62 -3.75 2.23  0.002
83 N 4.08 -2.55 1.67  0.004
84 C 4.80 -1.28 1.72  0.000
85 C 3.01 -2.87 0.88  0.011
86 Se 2.51 -1.75 -0.66  0.033
87 H 1.51 -5.86 0.85  0.000
88 H 2.36 -5.45 -0.67  0.000
89 H 1.02 -4.45 -0.07  0.001
90 H 3.84 -5.80 2.27  0.000
91 H 5.63 -3.69 2.70  0.000
92 H 5.36 -1.14 0.79  0.000
93 H 5.48 -1.30 2.54  0.000
94 H 4.16 -0.37 1.80  0.000



No. 4
ORCA calculation (the ωB97M-V functional and the def2-TZVPD basis) on C31H42BrFeN3P2 as an isolated structure in a non-equilibrium geometry.

**Highest occupied orbital energy (alpha / beta)**: -13.97 / -14.03 eV
**Gap between HOMO and LUMO (alpha / beta)**: 0.27367 / 0.24510 Ha
**Multiplicity**: 5
**Expectation value of S²**: 6.016
**Energy above the lowest of the compared OMol25 structures with the same formula, charge and spin**: 12.4 kcal/mol
**Net charge**: +2

Last column: Löwdin spin population.
Geometry (Å):
1 C 2.36 4.47 -0.76  0.000
2 C 1.34 3.87 -1.51  0.000
3 C 1.55 3.85 -2.90  0.000
4 C 2.71 4.38 -3.46  0.000
5 N 3.68 4.92 -2.71  0.000
6 C 3.50 4.98 -1.39  0.000
7 C 0.17 3.31 -0.89  0.000
8 C -0.72 2.75 -0.23  0.001
9 C -1.91 2.37 0.49  0.007
10 C -2.26 1.16 1.18  0.060
11 C -3.53 0.91 1.70  0.008
12 C -4.47 1.89 1.62  0.002
13 C -4.20 3.12 1.02  0.000
14 C -2.94 3.35 0.47  0.003
15 Fe -0.47 -0.51 1.36  3.520
16 P 1.53 -0.51 0.17  0.067
17 H 0.81 3.41 -3.55  0.000
18 H 2.28 4.53 0.30  0.000
19 H 2.84 4.38 -4.54  0.000
20 H 4.28 5.45 -0.79  0.000
21 H -2.70 4.29 -0.03  0.001
22 H -1.69 0.24 1.56  0.026
23 H -4.99 3.86 0.97  0.000
24 H -3.81 -0.02 2.22  0.001
25 C 2.29 -2.17 0.41  0.013
26 C 3.50 -2.53 -0.43  0.004
27 H 1.49 -2.91 0.23  0.001
28 H 2.53 -2.24 1.47  0.000
29 H 3.77 -3.57 -0.22  0.001
30 H 3.33 -2.45 -1.51  0.000
31 H 4.39 -1.93 -0.20  0.000
32 C 1.78 -0.10 -1.60  0.008
33 C 3.15 0.44 -2.00  0.003
34 H 1.01 0.63 -1.86  0.000
35 H 1.57 -1.00 -2.19  0.000
36 H 3.19 0.57 -3.08  0.001
37 H 3.35 1.42 -1.56  0.000
38 H 3.97 -0.24 -1.73  0.000
39 C 2.61 0.67 1.06  0.016
40 C 4.09 0.32 1.08  0.005
41 H 2.24 0.73 2.10  0.002
42 H 2.42 1.65 0.62  0.000
43 H 4.62 1.08 1.68  0.001
44 H 4.28 -0.66 1.54  0.000
45 H 4.55 0.32 0.09  0.000
46 Br -6.14 1.35 2.39  0.001
47 P -1.79 -1.57 -1.03  0.065
48 C -0.65 -2.44 -2.19  0.007
49 C -1.13 -3.75 -2.84  0.002
50 H 0.27 -2.61 -1.60  0.000
51 H -0.37 -1.73 -2.98  0.000
52 H -0.32 -4.23 -3.43  0.001
53 H -1.46 -4.48 -2.09  0.000
54 H -1.97 -3.56 -3.51  0.000
55 C -2.83 -2.85 -0.25  0.011
56 C -4.20 -3.16 -0.83  0.003
57 H -2.94 -2.45 0.77  0.003
58 H -2.23 -3.75 -0.17  0.000
59 H -4.77 -3.81 -0.15  0.000
60 H -4.80 -2.27 -1.01  0.000
61 H -4.10 -3.68 -1.78  0.000
62 C -2.75 -0.43 -2.13  0.007
63 C -3.23 -0.93 -3.51  0.003
64 H -2.07 0.43 -2.25  0.000
65 H -3.61 -0.06 -1.55  0.000
66 H -3.83 -0.17 -4.03  0.001
67 H -2.39 -1.20 -4.16  0.000
68 H -3.85 -1.83 -3.40  0.000
69 N 1.81 -3.84 5.69  -0.002
70 C 1.22 -2.88 5.36  0.000
71 C 0.56 -1.67 4.96  0.003
72 C 0.46 -0.59 5.84  0.016
73 C 0.03 0.64 5.38  0.001
74 C -0.36 0.76 4.05  0.019
75 N -0.25 -0.30 3.22  0.063
76 C 0.16 -1.54 3.63  0.036
77 H 0.76 -0.70 6.87  0.001
78 H -0.02 1.51 6.03  0.000
79 H -0.82 1.67 3.65  0.001
80 H 0.14 -2.36 2.89  0.006